Record 1
Formula: C31H31BiCl3O5PSSbSe4
Source: OMol25
Level of theory: ωB97M-V with the def2-TZVPD basis set

ORCA input file:
```
! wB97M-V def2-TZVPD RIJCOSX def2/J DEFGRID3
* xyz -2 2
Bi -1.4057 -0.0671 1.1016
C -1.4201 3.1500 -0.6812
O -2.5501 2.4901 -0.1482
C -3.6131 2.4211 -1.0607
C -4.7570 1.6603 -0.4257
O -4.4587 0.3103 -0.1193
C -4.7904 -0.6501 -1.0847
C -3.9188 -0.6395 -2.3332
O -2.5723 -0.6076 -1.9446
C -1.6695 -0.6515 -3.0234
H -1.6877 4.1536 -1.0343
H -0.7040 3.2437 0.1310
H -0.9718 2.5694 -1.4944
H -3.9691 3.4352 -1.2988
H -3.2669 1.9567 -1.9935
H -4.9831 2.1371 0.5297
H -5.6413 1.7207 -1.0766
H -4.6783 -1.6140 -0.5853
H -5.8406 -0.5403 -1.3963
H -4.1309 -1.5470 -2.9203
H -4.1536 0.2235 -2.9749
H -0.6736 -0.5909 -2.5895
H -1.8194 0.2015 -3.6994
H -1.7852 -1.5792 -3.5994
Cl -1.2570 -7.5544 2.9126
C -1.5074 -5.8295 2.7782
C -1.5562 -5.2416 1.5294
C -1.7599 -3.8768 1.4477
Cl -1.8393 -3.1432 -0.1328
C -1.9131 -3.0238 2.5693
O -2.1144 -1.7597 2.4967
C -1.8547 -3.7054 3.8139
Cl -2.0213 -2.7549 5.2476
C -1.6573 -5.0663 3.9251
H -1.4369 -5.8290 0.6303
H -1.6140 -5.5242 4.9032
Se -2.5361 5.2358 1.8262
Sb -2.6809 3.3154 3.4507
Se -0.7408 1.7549 3.0433
Se -4.8646 2.3030 3.4083
Se -1.9454 4.7822 5.2261
O 0.1923 0.6151 -0.5718
P 1.6178 0.2522 -0.0742
C 2.4617 1.3041 1.1615
C 2.1486 2.6605 1.1244
C 2.6414 3.5289 2.0860
C 3.4827 3.0502 3.0800
C 3.8182 1.7038 3.1120
C 3.3003 0.8298 2.1666
C 2.5539 -1.2656 -0.5832
C 1.8191 -2.2797 -1.1934
C 2.4357 -3.4464 -1.6171
C 3.7988 -3.6230 -1.4188
C 4.5359 -2.6196 -0.8067
C 3.9198 -1.4438 -0.3993
C 2.4652 1.1823 -1.5695
C 1.8798 1.1385 -2.8352
C 2.5027 1.6696 -3.9574
C 3.7480 2.2723 -3.8444
C 4.3526 2.3313 -2.5965
C 3.7186 1.7931 -1.4833
H 1.4966 3.0303 0.3422
H 2.3462 4.5701 2.0739
H 3.8560 3.7217 3.8435
H 4.4620 1.3232 3.8962
H 3.5175 -0.2281 2.2347
H 0.7466 -2.1632 -1.3164
H 1.8462 -4.2259 -2.0852
H 4.2821 -4.5400 -1.7340
H 5.5991 -2.7513 -0.6423
H 4.5117 -0.6607 0.0585
H 0.9041 0.6833 -2.9448
H 2.0096 1.6173 -4.9222
H 4.2357 2.6962 -4.7146
H 5.3221 2.8044 -2.4841
H 4.2183 1.8673 -0.5227
S 1.2820 -1.8973 2.3932
C 0.7321 -0.7692 1.3901
*
```

The value obtained for the HOMO energy (spin up / spin down) is -2.0 / -2.0 eV. As for the HOMO-LUMO gap (spin up / spin down): 0.2172 / 0.1967 Ha.



Record 2
Formula: C31H31FN3OsP2S2Te
Source: OMol25
Level of theory: ωB97M-V with the def2-TZVPD basis set

ORCA input file:
```
! wB97M-V def2-TZVPD RIJCOSX def2/J DEFGRID3
* xyz 1 1
Os 1.6961 -1.4235 -0.4774
S 0.3129 0.9118 -3.2575
P -0.2490 1.1434 -1.3950
C 0.0067 -0.3550 -0.4180
P -1.1759 -1.7066 -0.4630
S 0.0776 -3.1236 -1.1808
C -1.5493 -2.1684 1.2482
C -1.5275 -1.2026 2.2538
C -1.7843 -1.5608 3.5717
C -2.0304 -2.8891 3.8913
C -2.0225 -3.8584 2.8944
C -1.7927 -3.4998 1.5721
C -2.7311 -1.6914 -1.3463
C -3.9326 -1.9530 -0.6895
C -5.1268 -1.8373 -1.3853
C -5.1209 -1.4480 -2.7192
C -3.9185 -1.2205 -3.3803
C -2.7188 -1.3488 -2.6996
C -1.9561 1.7516 -1.2956
C -2.4389 2.5203 -2.3512
C -3.7429 2.9951 -2.3226
C -4.5694 2.7075 -1.2432
C -4.0927 1.9410 -0.1888
C -2.7877 1.4670 -0.2138
C 0.7176 2.3999 -0.5056
C 1.7961 3.0389 -1.0977
C 2.5442 3.9571 -0.3701
C 2.2098 4.2429 0.9472
C 1.1152 3.6184 1.5400
C 0.3723 2.6966 0.8151
H -1.3057 -0.1707 2.0084
H -1.7877 -0.8017 4.3449
H -2.2332 -3.1683 4.9193
H -2.1904 -4.8992 3.1453
H -1.8066 -4.2533 0.7923
H -3.9401 -2.2375 0.3547
H -6.0638 -2.0383 -0.8802
H -6.0608 -1.3156 -3.2435
H -3.9165 -0.9339 -4.4253
H -1.7797 -1.1712 -3.2119
H -1.8009 2.7319 -3.1987
H -4.1162 3.5894 -3.1482
H -5.5892 3.0746 -1.2255
H -4.7356 1.7075 0.6529
H -2.4265 0.8597 0.6081
H 2.0442 2.8205 -2.1312
H 3.3859 4.4582 -0.8355
H 2.7943 4.9592 1.5135
H 0.8380 3.8576 2.5604
H -0.4880 2.2156 1.2730
C 2.9722 -4.1039 1.6409
Te 1.7304 -2.4338 2.0492
C 3.3097 -1.3421 2.9596
H 2.8288 -4.8489 2.4185
H 3.9992 -3.7567 1.6082
H 2.6926 -4.4997 0.6691
H 4.2099 -1.4820 2.3645
H 3.4538 -1.7237 3.9703
H 3.0355 -0.2877 3.0041
F 3.3516 -2.4741 -0.6303
N 5.7072 2.0406 0.7245
C 4.9346 1.4677 -0.2399
C 3.7677 0.7591 0.0652
N 3.0363 0.1962 -0.8910
C 3.4340 0.3289 -2.1626
C 4.5632 1.0669 -2.4480
N 5.3165 1.6245 -1.5047
H 5.5554 1.8601 1.6964
H 6.5732 2.4578 0.4336
H 3.4092 0.6738 1.0783
H 2.8361 -0.1226 -2.9361
H 4.8806 1.2100 -3.4757
*
```

The value obtained for the HOMO energy (spin up / spin down) is -10.8 / -10.7 eV. As for the HOMO-LUMO gap (spin up / spin down): 0.2426 / 0.2519 Ha.



Record 3
Formula: C31H31FeN2O3
Source: OMol25
Level of theory: ωB97M-V with the def2-TZVPD basis set

ORCA input file:
```
! wB97M-V def2-TZVPD RIJCOSX def2/J DEFGRID3
* xyz 1 5
C 6.5395 0.6143 0.3637
C 5.1053 1.0809 0.4254
C 4.1431 0.5020 -0.4178
C 2.8065 0.9130 -0.3848
C 1.8521 0.3009 -1.3463
C 2.4434 1.9503 0.4896
N 1.1094 2.3949 0.4622
C 0.0261 1.5538 0.4120
N -1.0475 2.4071 0.4988
C -2.3955 1.9918 0.5412
C -2.7177 0.9638 1.4338
C -1.6826 0.3747 2.3334
C -4.0504 0.5404 1.4937
C -5.0346 1.0966 0.6596
C -6.4606 0.5988 0.7341
C -4.6565 2.1082 -0.2317
C -3.3416 2.5792 -0.3167
C -2.9684 3.5917 -1.3467
C -0.6289 3.7549 0.5312
C 0.7081 3.7446 0.5111
C 3.3682 2.5379 1.3750
C 2.9785 3.5414 2.4120
C 4.6894 2.0861 1.3074
H 7.1546 1.1129 1.1248
H 6.6070 -0.4714 0.5272
H 6.9896 0.8184 -0.6200
H 4.4202 -0.2804 -1.1291
H 0.7980 0.4823 -1.0480
H 2.0198 0.6887 -2.3638
H 2.0132 -0.7822 -1.3668
H -2.1135 -0.5204 2.7928
H -0.7692 0.0980 1.7814
H -1.3921 1.0627 3.1409
H -4.2981 -0.2438 2.2092
H -7.0919 1.0872 -0.0215
H -6.5160 -0.4892 0.5689
H -6.9075 0.7933 1.7225
H -5.3865 2.5584 -0.9038
H -3.8377 3.7293 -1.9916
H -2.7301 4.5702 -0.9209
H -2.1359 3.2755 -1.9830
H -1.3225 4.5786 0.5810
H 1.4040 4.5679 0.5019
H 3.8361 3.6629 3.0802
H 2.7614 4.5334 2.0022
H 2.1313 3.2265 3.0311
H 5.4031 2.5529 1.9938
O -0.7832 -7.1242 -2.7865
C -0.6136 -6.0563 -2.3437
Fe -0.6490 -4.5967 -1.4141
C -2.4661 -4.5423 -1.4393
O -3.5898 -4.7970 -1.3075
C -0.6388 -5.5865 0.0734
O -0.8561 -6.3568 0.9235
C -0.3218 -2.0384 -0.2051
C 0.9277 -2.4438 0.2877
C 1.6843 -3.4790 -0.2320
C 1.3634 -4.3463 -1.3232
C 0.8882 -3.8395 -2.5984
C 0.0539 -2.7509 -2.6189
C -0.7803 -2.4562 -1.4983
H -1.0589 -1.6041 0.4989
H 1.2931 -2.0317 1.2481
H 2.6192 -3.7190 0.2943
H 1.8738 -5.3253 -1.3394
H 1.2151 -4.3230 -3.5274
H -0.1732 -2.2479 -3.5625
H -1.8107 -2.1745 -1.7797
*
```

The value obtained for the HOMO energy (spin up / spin down) is -8.4 / -11.1 eV. As for the HOMO-LUMO gap (spin up / spin down): 0.1959 / 0.1703 Ha.



Record 4
Formula: C31H31N3O2SiTaTe
Source: OMol25
Level of theory: ωB97M-V with the def2-TZVPD basis set

ORCA input file:
```
! wB97M-V def2-TZVPD RIJCOSX def2/J DEFGRID3
* xyz 3 1
Ta 0.0383 -0.3152 0.7898
C 1.8013 0.2667 4.3362
C 2.4307 0.6420 3.0380
C 3.6625 1.2689 2.9621
C 4.2251 1.5651 1.7286
C 3.5668 1.2508 0.5411
C 2.3473 0.6394 0.6701
N 1.7920 0.3368 1.8810
N 1.4565 0.2187 -0.3720
Si 1.7294 0.1658 -2.2400
C 2.1013 1.8707 -2.8114
C 0.0754 -0.4639 -2.7894
C 3.0741 -1.0761 -2.4596
H 2.5659 0.0466 5.0789
H 1.1537 -0.6034 4.2331
H 1.2051 1.0978 4.7213
H 4.1870 1.5122 3.8759
H 5.1939 2.0474 1.6860
H 3.9918 1.4699 -0.4272
H 1.2728 2.5583 -2.6341
H 2.2637 1.8253 -3.8929
H 3.0055 2.2992 -2.3774
H -0.7577 0.1716 -2.4797
H -0.1016 -1.4902 -2.4527
H 0.0377 -0.4948 -3.8815
H 4.0696 -0.6737 -2.2635
H 3.0704 -1.4163 -3.4990
H 2.9260 -1.9542 -1.8269
O -3.2458 -2.1884 -0.6225
C -2.1869 -2.0372 -0.1595
O -1.5914 -0.7471 0.0339
C -1.1473 -3.0061 0.3291
C -1.3907 -4.3533 0.2543
C -0.4017 -5.2223 0.6706
C 0.8179 -4.7248 1.1255
C 1.8583 -5.6118 1.5172
C 3.0623 -5.1287 1.9194
C 3.2774 -3.7345 1.9415
C 2.2949 -2.8516 1.5779
C 1.0308 -3.3143 1.1713
N -0.0010 -2.4460 0.7929
H -2.3421 -4.6935 -0.1329
H -0.5589 -6.2937 0.6220
H 1.6728 -6.6776 1.4776
H 3.8583 -5.7991 2.2127
H 4.2453 -3.3579 2.2466
H 2.5086 -1.8014 1.5975
Te -1.6750 0.6664 2.9729
C -2.4722 2.4617 2.2778
C -2.8007 3.4066 3.2426
C -3.3887 4.5944 2.8263
C -3.6336 4.8191 1.4795
C -3.2977 3.8623 0.5280
C -2.7116 2.6690 0.9204
C -3.2285 -0.6833 2.6024
C -3.0534 -1.9749 3.0949
C -4.0660 -2.9066 2.9044
C -5.2316 -2.5375 2.2445
C -5.3904 -1.2438 1.7657
C -4.3818 -0.3027 1.9326
H -2.6145 3.2346 4.2948
H -3.6553 5.3416 3.5613
H -4.0950 5.7462 1.1667
H -3.4974 4.0443 -0.5195
H -2.4771 1.9127 0.1803
H -2.1725 -2.2494 3.6671
H -3.9619 -3.9048 3.3095
H -6.0307 -3.2560 2.1206
H -6.3075 -0.9582 1.2683
H -4.5184 0.7081 1.5710
*
```

The value obtained for the HOMO energy is -16.9 eV. As for the HOMO-LUMO gap: 0.2244 Ha.



| no. | total energy (hartree) |
| --- | --- |
| 1 | -13756.878996 |
| 2 | -3301.621404 |
| 3 | -2798.354466 |
| 4 | -2128.345018 |